(1)
DFT (ωB97M-V/def2-TZVPD) results for a structure of composition C2H2O2Tb in a non-equilibrium geometry.

Geometry as XYZ:
```
7
Properties=species:S:1:pos:R:3:mulliken_charge:R:1
O -2.342 0.761 -0.481 -0.3346
C -1.096 0.851 -0.291 0.5606
C -0.202 0.036 0.214 -0.5130
O 0.939 -0.585 -0.261 -0.6051
Tb 1.961 1.155 0.452 1.8330
H -1.944 -1.394 0.277 -0.0189
H -2.673 -0.951 -0.010 0.0779
```

Calculated values
ΔE to the lowest compared entry with this formula, charge and spin in kJ/mol: 335.61
⟨S²⟩: 13.00
LUMO (spin up / spin down) in eV: -6.50 / -6.04
Charge: +1
Multiplicity: 7
Energy in Ha: -1051.837735

***

(2)
DFT (ωB97M-V/def2-TZVPD) results for a cluster of 2 separate species, C5H9N3O2 in total in a non-equilibrium geometry.

Geometry as XYZ:
```
19
Properties=species:S:1:pos:R:3:mulliken_charge:R:1
C -2.117 -0.422 0.943 0.3146
C 2.085 1.997 0.834 -1.2171
C 0.973 1.391 0.039 -0.3913
C 0.283 0.221 0.793 -0.5137
C -1.063 -0.098 0.073 -0.2053
N -2.871 -0.722 1.769 -0.4593
N -1.616 -2.029 -1.599 -0.3718
N -0.755 -1.957 -0.788 0.7081
O 0.305 -2.451 -0.588 -0.6178
O -1.550 -3.115 -2.470 -0.3666
H 2.582 2.948 0.384 0.2975
H 1.667 2.341 1.808 0.3250
H 2.831 1.299 1.350 0.3090
H 0.314 2.051 -0.502 0.4368
H 1.515 0.839 -0.873 0.1965
H -0.021 0.680 1.855 0.3457
H 0.832 -0.731 0.835 0.3844
H -1.284 0.589 -0.716 0.4451
H -2.109 -2.831 -3.145 0.3801
```

Calculated values
ΔE to the lowest compared entry with this formula, charge and spin in kJ/mol: 699.43
LUMO (spin up / spin down) in eV: -0.88 / -0.88
Energy in Ha: -510.423551

***

(3)
DFT (ωB97M-V/def2-TZVPD) results for a cluster of 2 separate species, C9H14O in total in a non-equilibrium geometry.

Geometry as XYZ:
```
24
Properties=species:S:1:pos:R:3:mulliken_charge:R:1
C -0.109 1.862 2.588 -0.7670
C 1.014 2.724 2.006 -0.7561
H -0.825 1.661 1.797 0.2228
H 0.245 0.965 3.085 0.2627
H -0.646 2.490 3.308 0.2967
H 1.269 2.271 1.042 0.1597
H 1.903 2.938 2.590 0.3197
H 0.625 3.717 1.765 0.2638
C 0.138 -3.091 0.338 -1.4641
C -1.623 -0.530 -1.816 -0.4986
C -0.520 0.266 -2.198 0.7867
C -1.423 -1.591 -0.971 -0.5697
C -0.133 -1.845 -0.493 0.8332
C 0.766 -0.074 -1.837 -0.4822
C 0.965 -1.116 -0.912 -0.7183
O -0.801 1.250 -3.116 -0.5222
H -2.561 -0.215 -2.252 0.4034
H -2.228 -2.200 -0.582 0.3410
H 1.565 0.578 -2.180 0.2518
H 0.028 1.651 -3.348 0.2711
H 0.064 -4.005 -0.256 0.3029
H -0.688 -3.231 1.046 0.3578
H 1.928 -1.423 -0.532 0.3354
H 1.047 -3.052 0.929 0.3697
```

Calculated values
ΔE to the lowest compared entry with this formula, charge and spin in kJ/mol: 44.36
LUMO in eV: 0.84
SMILES string: Cc1ccc(O)cc1.CC
Energy in Ha: -426.555888

***

(4)
DFT (ωB97M-V/def2-TZVPD) results for a cluster of 2 separate species, C4H10NOS in total in a non-equilibrium geometry.

Geometry as XYZ:
```
17
Properties=species:S:1:pos:R:3:mulliken_charge:R:1
C 2.915 -0.659 -0.222 -1.3349
C 1.698 1.259 0.860 -1.1525
C -3.140 -0.854 -0.867 -0.6497
C 1.570 -0.140 0.276 0.7419
N -2.562 -0.320 0.255 -0.0091
O -2.554 1.015 0.296 -0.2125
S 0.228 -1.050 -0.028 -0.0946
H 3.383 -1.197 0.458 0.3955
H 2.751 -1.292 -1.040 0.4836
H 3.464 0.240 -0.582 0.3501
H 0.888 1.566 1.492 0.3790
H 1.673 2.019 0.109 0.3583
H 2.559 1.176 1.409 0.3992
H -3.633 -0.074 -1.593 0.3427
H -4.089 -1.434 -0.517 0.3131
H -2.671 -1.573 -1.519 0.2981
H -2.482 1.319 1.215 0.3919
```

Calculated values
ΔE to the lowest compared entry with this formula, charge and spin in kJ/mol: 606.49
LUMO (spin up / spin down) in eV: -7.20 / -5.45
Charge: +1
Energy in Ha: -686.139995

***

(5)
DFT (ωB97M-V/def2-TZVPD) results for a cluster of 3 separate species, C39H34Br2O6 in total in a non-equilibrium geometry.

Geometry as XYZ:
```
81
Properties=species:S:1:pos:R:3:mulliken_charge:R:1
C -5.754 -2.246 5.976 -1.0557
C -5.914 -3.260 4.713 -0.2473
C -4.714 -4.353 4.839 -0.9473
C -4.856 -5.427 3.662 0.2190
C -5.574 -6.825 3.927 0.3373
C -6.993 -6.875 4.657 -1.1854
O -5.533 -7.408 2.572 -0.4098
C -4.303 -7.001 1.936 0.3796
O -3.958 -7.380 0.810 -0.5809
C -3.518 -6.037 2.989 -0.1815
C -2.543 -5.013 2.252 -0.7260
Br -3.606 -3.515 1.411 -0.1493
C -1.462 -4.299 3.202 -0.0605
C -1.234 -5.000 4.618 -1.0645
Br 0.300 -4.430 2.219 -0.1663
H -4.682 -2.327 6.371 0.2682
H -6.464 -2.501 6.834 0.2561
H -5.943 -1.156 5.685 0.3181
H -6.944 -3.743 4.690 0.3439
H -5.673 -2.637 3.791 0.2011
H -4.738 -4.782 5.893 0.2738
H -3.755 -3.747 4.639 0.3294
H -5.582 -4.918 2.943 0.3804
H -4.890 -7.515 4.525 0.2049
H -7.023 -7.870 5.236 0.3267
H -7.879 -6.918 3.935 0.2990
H -7.112 -6.046 5.437 0.2627
H -2.964 -6.838 3.607 0.2731
H -1.981 -5.532 1.393 0.6946
H -1.668 -3.181 3.297 0.5230
H -1.027 -6.129 4.541 0.2852
H -0.323 -4.493 5.101 0.4077
H -2.094 -4.871 5.353 0.2414
C 2.187 -3.669 -0.610 -0.1625
C 2.580 -3.666 -1.947 -0.6904
C 3.204 -2.548 -2.487 -0.5291
C 3.428 -1.422 -1.694 0.2157
C 3.012 -1.415 -0.362 -0.3205
C 2.401 -2.545 0.182 0.1110
C 3.198 -0.208 0.477 0.5264
O 2.839 -0.203 1.641 -0.6894
C 3.820 0.993 -0.125 0.1525
C 3.950 2.156 0.635 -0.5796
C 4.544 3.286 0.083 -0.5670
C 5.019 3.256 -1.226 -0.2783
C 4.887 2.101 -1.988 -0.6557
C 4.278 0.970 -1.442 0.2662
C 4.110 -0.242 -2.274 0.6048
O 4.521 -0.269 -3.422 -0.6743
H 1.707 -4.547 -0.187 0.2034
H 2.401 -4.538 -2.568 0.3873
H 3.513 -2.553 -3.527 0.4612
H 2.088 -2.551 1.222 0.4447
H 3.585 2.186 1.657 0.4632
H 4.640 4.191 0.675 0.4213
H 5.489 4.135 -1.653 0.3577
H 5.254 2.085 -3.009 0.4685
C 5.554 8.522 -5.598 -0.5158
C 4.729 9.079 -6.573 -0.4627
C 3.365 8.812 -6.566 -0.5690
C 2.823 7.976 -5.590 0.2432
C 3.653 7.399 -4.629 0.2762
C 5.019 7.683 -4.628 -0.4805
C 3.098 6.470 -3.617 0.4078
O 3.821 5.968 -2.774 -0.6469
C 1.652 6.155 -3.650 0.1498
C 1.126 5.237 -2.739 -0.5579
C -0.233 4.944 -2.754 -0.5754
C -1.073 5.573 -3.672 -0.4337
C -0.551 6.483 -4.584 -0.6428
C 0.814 6.768 -4.581 0.3707
C 1.366 7.712 -5.580 0.5425
O 0.633 8.259 -6.386 -0.6730
H 6.618 8.738 -5.599 0.3976
H 5.150 9.724 -7.337 0.3955
H 2.726 9.253 -7.324 0.4582
H 5.668 7.248 -3.875 0.4678
H 1.774 4.747 -2.020 0.5936
H -0.640 4.227 -2.049 0.4180
H -2.134 5.349 -3.678 0.3867
H -1.209 6.965 -5.299 0.4623
```

Calculated values
LUMO in eV: -1.06
SMILES string: CCC[C@H]1[C@H]([C@@H](Br)[C@@H](C)Br)C(=O)O[C@@H]1C.O=C1c2ccccc2C(=O)c2ccccc21.O=C1c2ccccc2C(=O)c2ccccc21
Energy in Ha: -7105.991365

***

(6)
DFT (ωB97M-V/def2-TZVPD) results for an isolated molecule of C7H15N3O in a non-equilibrium geometry.

Geometry as XYZ:
```
26
Properties=species:S:1:pos:R:3:mulliken_charge:R:1
C 0.260 0.854 0.215 0.4937
C -0.357 1.590 -0.726 -0.0433
C 1.380 1.383 1.074 -1.5913
C 0.147 3.027 -1.016 -1.3771
C 0.192 -1.299 1.743 -1.2145
C -2.371 -1.165 0.136 -0.8558
C 1.296 -1.918 -1.697 -0.2965
N -0.011 -0.560 0.492 0.2583
N -0.775 -2.414 -0.898 -0.7213
N -0.938 -1.144 -0.337 0.2505
O 0.333 -2.671 -1.545 -0.0289
H 1.878 2.070 0.431 0.4303
H 2.040 0.547 1.365 0.4481
H 1.176 2.071 1.874 0.2449
H 1.198 2.875 -1.244 0.3795
H -0.005 3.672 -0.235 0.3511
H -0.423 3.292 -1.950 0.3225
H 0.710 -0.654 2.525 0.2972
H -0.613 -1.861 2.174 0.3821
H 0.923 -2.075 1.443 0.3448
H -2.454 -1.094 1.292 0.2589
H -3.001 -0.398 -0.368 0.2659
H -2.865 -2.094 -0.169 0.3907
H -1.226 1.125 -1.077 0.4931
H 2.262 -2.223 -2.144 0.2696
H 1.243 -0.937 -1.359 0.2473
```

Calculated values
ΔE to the lowest compared entry with this formula, charge and spin in kJ/mol: 691.89
LUMO (spin up / spin down) in eV: 0.84 / 0.85
Energy in Ha: -514.931011